53
Properties=species:S:1:pos:R:3:forces:R:3 method="wB97M-V/def2-TZVPD" charge=+2 energy_ha=-2106.91706 lumo_ev=-7.90
C -0.063 -4.263 -2.638 0.2 0.0 -0.2
I 1.156 -2.612 -1.786 0.0 -1.2 -0.9
H -1.124 -4.150 -2.414 0.3 0.3 0.1
H 0.361 -5.163 -2.198 0.0 0.2 0.0
H 0.143 -4.198 -3.708 0.0 0.0 0.3
Y -0.345 -0.831 -0.060 -1.6 1.2 1.2
P 0.019 1.284 -1.888 -0.8 1.2 -1.3
C 1.473 1.736 -2.881 0.4 -0.3 0.2
C -1.136 0.774 -3.217 -0.1 -0.2 0.1
H -1.565 2.855 -0.928 0.2 0.1 -0.1
H -0.783 3.508 -2.409 0.1 -0.2 0.3
H 0.110 3.478 -0.854 -0.2 -0.1 -0.1
C -0.621 2.947 -1.479 -0.1 -0.1 0.5
H -2.134 0.597 -2.793 0.2 0.1 -0.2
H -1.176 1.587 -3.954 -0.1 -0.3 0.1
H 1.151 2.390 -3.705 0.1 -0.2 0.3
H 1.940 0.830 -3.283 0.0 0.3 0.0
H -0.775 -0.146 -3.696 -0.1 0.2 0.0
H 2.199 2.262 -2.249 -0.1 -0.1 -0.3
C 1.832 0.091 -0.155 5.4 0.6 -1.2
O 2.946 0.382 -0.343 -4.3 -0.8 0.8
Cl -2.644 0.221 0.114 0.8 -0.4 -0.3
C 3.198 1.185 2.924 0.1 0.0 0.1
C 2.224 0.177 3.553 0.6 -0.2 -0.3
C 1.990 0.568 5.021 0.0 0.0 0.2
P 0.735 -0.127 2.501 -0.9 0.4 1.5
C 0.193 -1.866 3.001 0.5 0.2 -0.2
C 0.140 -2.133 4.505 -0.2 -0.3 0.3
C -1.109 -2.281 2.275 -0.1 0.2 0.0
C -0.547 1.164 3.020 -0.3 -0.6 -0.5
C -1.182 1.007 4.402 -0.2 0.2 0.3
C 0.007 2.578 2.813 0.0 0.1 0.0
H 2.786 2.204 2.930 0.1 -0.3 0.0
H 3.469 0.919 1.901 0.1 0.1 0.2
H 4.115 1.190 3.529 -0.2 0.1 -0.2
H 2.707 -0.816 3.541 0.0 0.2 0.0
H 1.719 1.628 5.131 0.0 -0.4 -0.1
H 1.258 -0.055 5.542 0.2 0.3 -0.1
H 2.948 0.433 5.543 -0.2 0.1 -0.2
H 1.031 -2.469 2.598 -0.3 0.1 0.1
H -0.581 -1.492 5.020 0.3 -0.2 -0.1
H -0.182 -3.170 4.666 0.1 0.1 0.0
H 1.123 -2.028 4.978 -0.3 0.0 -0.2
H -0.915 -2.837 1.327 -0.1 0.0 0.3
H -1.669 -2.990 2.898 0.1 0.1 -0.3
H -1.795 -1.431 2.090 0.1 -0.4 0.1
H -1.353 1.002 2.276 0.3 0.2 0.3
H -0.470 1.208 5.215 -0.3 -0.2 -0.3
H -1.983 1.759 4.492 0.2 -0.2 0.0
H -1.647 0.026 4.555 0.1 0.4 -0.1
H 0.431 2.718 1.810 0.0 0.0 0.1
H -0.815 3.299 2.923 0.2 -0.2 0.0
H 0.770 2.840 3.559 -0.2 -0.1 -0.3